ORCA calculation (ωB97M-V/def2-TZVPD) on a molecular structure, H12O6.

Calculated values
HOMO: -8.0 eV
ΔE to the lowest compared entry with this formula, charge and spin: 564.5 kJ/mol
Frontier orbital gap: 7.74 eV
M: 108.09 g mol⁻¹

ORCA input file:
```
! wB97M-V def2-TZVPD RIJCOSX def2/J DEFGRID3
* xyz 0 1
H 0.657 1.205 0.313
H -0.672 1.829 0.708
H -0.992 -0.855 -1.882
H -2.065 -1.528 -1.042
H 2.242 -1.594 3.079
H 1.191 -2.668 2.854
H 0.448 4.519 -3.597
H 1.265 4.074 -2.395
H 0.088 -3.520 -1.175
H 0.433 -2.404 -2.147
H -1.435 0.406 2.344
H -0.203 1.295 2.327
O 0.140 2.013 0.221
O -1.540 -1.647 -1.842
O 2.042 -2.515 3.279
O 0.401 3.967 -2.809
O -0.313 -2.817 -1.699
O -0.849 0.904 2.925
*
```



ORCA calculation (ωB97M-V/def2-TZVPD) on 2 unconnected molecules or ions with the total composition C4H11NO3.

Calculated values
HOMO: -9.6 eV
ΔE to the lowest compared entry with this formula, charge and spin: 142.5 kJ/mol
Frontier orbital gap: 10.02 eV
M: 121.14 g mol⁻¹

ORCA input file:
```
! wB97M-V def2-TZVPD RIJCOSX def2/J DEFGRID3
* xyz 0 1
C 0.123 -0.892 2.119
C 0.746 0.462 1.882
N 0.773 0.967 0.612
C 0.516 0.137 -0.543
C 0.830 0.912 -1.844
O 0.351 2.266 -1.785
O 1.021 1.164 2.840
H -0.888 -0.690 2.454
H 0.144 -1.615 1.314
H 0.606 -1.379 2.963
H 0.776 1.967 0.482
H 1.233 -0.675 -0.665
H -0.548 -0.080 -0.586
H 0.209 0.429 -2.596
H 1.872 1.016 -2.074
H -0.594 2.362 -1.930
H -1.700 -2.170 -1.247
H -2.829 -2.235 -0.249
O -2.640 -1.945 -1.147
*
```



ORCA calculation (ωB97M-V/def2-TZVPD) on a molecular structure, C49H34Cl8N5O4S2Y.

Calculated values
HOMO: -7.0 eV
ΔE to the lowest compared entry with this formula, charge and spin: 98.5 kJ/mol
Frontier orbital gap: 6.82 eV
M: 1193.51 g mol⁻¹

ORCA input file:
```
! wB97M-V def2-TZVPD RIJCOSX def2/J DEFGRID3
* xyz 0 1
Y -0.137 0.215 -0.089
C -0.881 -0.667 -4.667
C -1.971 -1.495 -4.877
C -2.651 -1.997 -3.779
C -2.224 -1.649 -2.503
N -1.180 -0.845 -2.306
C -0.515 -0.372 -3.363
C -2.899 -2.156 -1.260
C -3.962 -3.046 -1.349
C -4.542 -3.514 -0.185
C -4.027 -3.095 1.025
C -2.958 -2.207 1.038
N -2.417 -1.727 -0.088
C -2.363 -1.773 2.351
C -2.891 -2.212 3.562
C -2.300 -1.818 4.750
C -1.187 -0.992 4.686
C -0.742 -0.604 3.436
N -1.307 -0.971 2.303
H -0.313 -0.255 -5.490
H -2.290 -1.753 -5.878
H -3.500 -2.647 -3.931
H 0.354 0.240 -3.090
H -4.338 -3.377 -2.305
H -5.377 -4.200 -0.220
H -4.465 -3.468 1.941
H -3.763 -2.853 3.593
H -2.703 -2.145 5.699
H -0.673 -0.641 5.570
H 0.091 0.039 3.394
Cl 1.956 4.855 5.711
C 1.144 3.951 4.486
C 1.823 2.992 3.746
Cl 3.494 2.685 4.050
C 1.170 2.273 2.752
Cl 1.970 1.117 1.762
C -0.192 2.481 2.438
O -0.784 1.870 1.487
C -0.864 3.457 3.230
Cl -2.519 3.761 2.847
C -0.212 4.178 4.212
Cl -1.064 5.386 5.103
O 1.288 0.577 -1.325
Cl 5.049 4.181 -1.181
C 3.439 4.723 -1.528
C 3.125 5.158 -2.808
C 1.837 5.584 -3.071
C 0.854 5.588 -2.085
C -0.549 6.026 -2.445
C -1.260 4.971 -3.302
N -1.630 3.806 -2.517
C -2.873 3.557 -1.978
C -2.748 2.411 -1.257
N -1.454 1.958 -1.343
C -0.807 2.822 -2.086
O -0.517 7.229 -3.199
C -1.105 8.346 -2.545
C -0.552 8.642 -1.179
C 0.745 8.965 -0.906
Cl 2.003 9.215 -2.044
S 1.039 9.194 0.766
C -0.596 8.863 1.139
C -1.320 8.588 0.023
C 1.210 5.156 -0.813
Cl 0.045 5.139 0.469
C 2.494 4.715 -0.522
H 3.883 5.161 -3.578
H 1.584 5.944 -4.061
H -1.128 6.159 -1.529
H -0.622 4.658 -4.130
H -2.167 5.404 -3.722
H -3.712 4.204 -2.168
H -3.496 1.893 -0.681
H 0.240 2.729 -2.338
H -2.186 8.190 -2.458
H -0.940 9.187 -3.220
H -0.927 8.861 2.165
H -2.373 8.341 0.042
H 2.739 4.365 0.471
O 0.749 -2.117 0.527
S 2.095 -2.127 -0.195
C 3.265 -2.713 1.028
C 2.885 -3.627 1.999
C 3.816 -4.029 2.941
C 5.110 -3.517 2.906
C 5.474 -2.593 1.939
C 4.543 -2.178 0.995
C 2.033 -3.587 -1.232
C 2.984 -3.736 -2.230
C 2.923 -4.846 -3.059
C 1.908 -5.779 -2.896
C 0.948 -5.604 -1.908
C 1.004 -4.499 -1.070
H 1.868 -3.998 2.017
H 3.536 -4.740 3.707
H 5.833 -3.834 3.646
H 6.475 -2.183 1.927
H 4.797 -1.433 0.250
H 3.754 -2.984 -2.363
H 3.659 -4.975 -3.842
H 1.857 -6.639 -3.551
H 0.149 -6.325 -1.795
H 0.253 -4.321 -0.310
*
```



Calculated energy, -12475.26347; -11958.63305; -189902.36438 eV (same order as the records).